C51H42CdN5P2S as an isolated structure. Source: the OMol25 dataset; level of theory: ωB97M-V/def2-TZVPD.

Last column: Mulliken charge in e.
Element x y z (Å)
Cd  16.34  12.82  13.25  2.48
C  13.17  12.84  15.19  -0.94
P  12.71  13.49  13.53  0.64
C  11.28  12.36  13.24  0.47
C  10.91  11.38  14.18  0.06
C  9.75  10.57  13.99  -0.81
C  9.12  10.51  12.76  -0.43
C  9.52  11.40  11.79  -0.64
C  10.54  12.36  12.01  -0.55
C  11.77  14.99  13.99  0.47
C  10.43  15.01  14.31  -0.37
C  9.72  16.18  14.51  -0.78
C  10.35  17.42  14.30  -0.62
C  11.72  17.40  14.05  -0.63
C  12.46  16.17  13.89  -0.41
C  14.35  13.56  15.79  -1.07
C  14.34  14.06  17.06  -0.78
C  15.69  14.44  17.36  -0.97
C  16.42  14.15  16.20  -0.61
C  17.88  14.46  15.96  -1.08
P  18.19  15.28  14.33  0.47
C  20.05  15.32  14.57  0.26
C  20.53  16.07  15.61  -0.35
C  21.84  16.02  16.01  -0.68
C  22.69  15.25  15.27  -0.59
C  22.21  14.49  14.20  -0.25
C  20.90  14.51  13.82  -0.77
C  17.79  17.08  14.73  -0.05
C  18.54  18.12  14.15  -0.48
C  18.28  19.44  14.45  -0.61
C  17.23  19.82  15.29  -0.35
C  16.43  18.85  15.82  -0.73
C  16.74  17.49  15.55  0.01
N  15.61  13.61  15.25  1.21
H  13.39  11.77  15.14  0.48
H  12.34  12.95  15.83  0.88
H  11.49  11.14  15.14  0.17
H  9.41  9.87  14.74  0.37
H  8.31  9.79  12.59  0.34
H  9.07  11.45  10.79  0.36
H  10.78  13.00  11.16  0.26
H  9.89  14.09  14.18  0.35
H  8.66  16.23  14.66  0.39
H  9.79  18.33  14.31  0.42
H  12.21  18.33  13.86  0.41
H  13.47  16.23  13.57  0.42
H  13.47  14.27  17.73  0.32
H  16.12  14.92  18.24  0.46
H  18.54  13.58  15.89  0.59
H  18.21  15.08  16.82  0.39
H  19.89  16.78  16.04  0.42
H  22.15  16.61  16.92  0.30
H  23.72  15.13  15.53  0.39
H  22.90  13.89  13.62  0.40
H  20.64  13.95  12.95  0.54
H  19.40  17.90  13.58  0.52
H  18.88  20.17  13.89  0.33
H  17.06  20.88  15.49  0.35
H  15.61  19.12  16.51  0.39
H  16.15  16.69  16.04  0.12
N  14.05  14.12  9.45  -0.45
C  14.65  13.57  10.54  0.44
S  15.44  14.64  11.60  -0.60
N  14.44  12.27  10.55  -1.40
N  14.78  11.70  11.72  1.33
C  14.46  10.47  11.97  0.29
C  13.86  9.57  10.88  -0.87
C  12.51  9.31  10.86  0.18
C  11.99  8.69  9.73  -1.11
C  12.87  8.29  8.72  -0.38
C  14.26  8.46  8.74  -0.78
C  14.75  9.14  9.86  -0.13
C  14.87  9.92  13.31  0.20
C  14.61  8.61  13.71  -0.66
C  15.10  8.18  14.95  -0.62
C  15.86  9.01  15.74  -0.86
C  16.00  10.26  15.31  -0.56
N  15.53  10.68  14.11  0.90
H  13.99  15.13  9.40  0.20
H  13.51  13.53  8.82  0.24
H  11.91  9.71  11.65  0.42
H  11.01  8.48  9.63  0.58
H  12.48  7.78  7.88  0.36
H  14.90  8.03  7.95  0.38
H  15.80  9.34  10.02  0.52
H  14.07  7.91  13.09  0.50
H  14.86  7.17  15.27  0.41
H  16.09  8.74  16.76  0.40
H  16.52  11.06  15.88  0.06
C  18.26  11.82  13.04  -0.93
C  19.31  11.35  12.58  -0.46
C  20.64  11.24  12.12  0.58
C  20.97  11.90  10.93  -0.27
C  22.28  11.87  10.47  -0.53
C  23.25  11.26  11.18  -0.42
C  22.93  10.58  12.33  -0.34
C  21.65  10.54  12.79  -0.43
H  20.15  12.40  10.34  0.37
H  22.49  12.38  9.56  0.41
H  24.29  11.32  10.86  0.35
H  23.70  10.18  12.97  0.35
H  21.41  10.06  13.76  0.37

The value obtained for the total energy is -94996.050 eV. For the energy above the lowest of the compared OMol25 structures with the same formula, charge and spin, the calculation gives 0.0000 eV. The HOMO-LUMO gap comes out at 6.818 eV. As for the total charge: -1.